Here is C25H29N7O10P2W as an isolated structure from OMol25. Energies are from ωB97M-V/def2-TZVPD.

Cartesian coordinates (Å):
W  -0.6815  -0.0730  1.0496
N  -4.3462  1.2947  3.7757
C  -2.9278  0.7429  3.8957
C  -2.6375  0.3462  5.3390
P  -1.8596  2.1216  3.2142
O  -1.2507  2.7956  4.5122
O  -2.7767  2.9971  2.4557
O  -0.6954  1.4074  2.5289
P  -2.7648  -0.6847  2.7612
O  -4.0416  -1.5123  3.1716
O  -2.8203  -0.1716  1.3298
O  -1.4135  -1.3315  2.8708
H  -4.3213  2.0212  3.0282
H  -4.6167  1.7528  4.6467
H  -5.0414  0.5725  3.5785
H  -2.7276  1.2110  5.9967
H  -1.6127  -0.0163  5.4143
H  -3.3083  -0.4446  5.6784
H  -1.3707  3.7565  4.5464
H  -4.0433  -2.4716  3.0333
O  0.8709  -0.9184  2.0005
C  2.1209  -0.8719  1.9397
C  2.8373  -0.1805  0.9466
C  4.2448  -0.2870  0.8968
C  4.9022  0.3428  -0.1128
C  4.2273  1.1110  -1.0705
C  2.8630  1.2375  -1.0240
C  2.1352  0.5829  -0.0170
O  0.8355  0.7312  0.0101
N  6.3621  0.1714  -0.2440
O  6.9230  -0.4566  0.6260
O  6.8886  0.6939  -1.2041
H  2.6468  -1.4235  2.7186
H  4.7946  -0.8748  1.6208
H  4.8094  1.5896  -1.8460
H  2.3274  1.8298  -1.7535
C  -1.5347  4.8581  -1.2719
C  -1.8026  3.4006  -1.1542
C  -2.7023  2.5745  -1.7996
C  -2.5506  1.3055  -1.2390
N  -1.5947  1.3499  -0.2976
N  -1.1421  2.6270  -0.2853
C  -3.3094  0.0816  -1.6237
H  -2.1161  5.2806  -2.0869
H  -0.4800  5.0535  -1.4652
H  -1.8191  5.3690  -0.3511
H  -3.3921  2.8558  -2.5773
H  -0.4610  2.9033  0.3982
H  -4.3785  0.2798  -1.5474
H  -3.0820  -0.7720  -0.9973
H  -3.0987  -0.1728  -2.6635
C  -1.1929  -3.9636  -0.8881
C  -1.1019  -2.9247  0.0116
N  -0.7100  -1.6946  -0.3711
C  -0.3559  -1.4939  -1.6459
C  -0.3862  -2.4955  -2.6045
C  -0.8471  -3.7422  -2.2131
C  0.0443  -2.1930  -3.9888
C  1.2853  -1.8973  -4.3831
C  2.5235  -1.9176  -3.5771
C  3.7267  -1.5251  -4.1506
C  4.8669  -1.6163  -3.3660
N  4.8285  -2.0692  -2.1165
C  3.6334  -2.4314  -1.6677
N  2.4785  -2.3700  -2.3147
H  -1.5182  -4.9372  -0.5501
H  -1.3330  -3.0520  1.0589
H  -0.0181  -0.5003  -1.9036
H  -0.8989  -4.5538  -2.9284
H  -0.7340  -2.2222  -4.7439
H  1.4276  -1.6678  -5.4327
H  3.7767  -1.1737  -5.1721
H  5.8378  -1.3219  -3.7497
H  3.5996  -2.8225  -0.6550

Computed properties:
largest force on an atom	0.012	hartree/bohr
total charge	+2
LUMO energy (spin up / spin down)	-5.875 / -6.592	eV
2S+1	3


Here is a 2-piece molecular cluster, C25H29NO3 overall from OMol25. Energies are from ωB97M-V/def2-TZVPD.

Cartesian coordinates (Å):
C  5.7099  -2.4036  -1.1227
C  4.4071  -1.8501  -1.6632
O  4.1811  -0.5322  -1.2214
C  2.9729  -0.0794  -1.6844
C  2.6451  1.2816  -1.3202
C  3.6237  2.0064  -0.4751
C  1.4523  1.9185  -1.7634
C  1.1428  3.3264  -1.3606
O  0.6303  1.3711  -2.4857
O  2.2355  -0.7897  -2.3590
H  5.9114  -3.4230  -1.4539
H  6.5458  -1.7788  -1.4357
H  5.6994  -2.4012  -0.0332
H  4.3924  -1.8265  -2.7625
H  3.5401  -2.4503  -1.3506
H  4.4622  1.3575  -0.2197
H  4.0306  2.8738  -0.9956
H  3.1741  2.3392  0.4607
H  1.8969  3.7658  -0.7126
H  1.0540  3.9510  -2.2472
H  0.1876  3.3582  -0.8402
C  -4.7013  2.3647  0.8721
C  -3.8760  1.4016  0.1150
N  -3.9466  1.2265  -1.2419
C  -4.7686  2.0106  -2.1658
C  -3.0114  0.2502  -1.6355
C  -2.3507  -0.2004  -0.4796
C  -1.2673  -1.0775  -0.5939
C  -0.8916  -1.5216  -1.8375
C  -1.5641  -1.0903  -2.9822
C  -2.6140  -0.2052  -2.8954
C  -2.9020  0.5254  0.6443
C  -2.4145  0.5361  1.9686
C  -1.4869  -0.3905  2.5536
C  -1.5303  -1.7827  2.3221
C  -0.5718  -2.6158  2.8487
C  0.4643  -2.1151  3.6320
C  1.5312  -3.0116  4.1546
C  0.4957  -0.7495  3.8982
C  -0.4613  0.0925  3.3909
H  -4.4723  2.3421  1.9369
H  -4.5403  3.3824  0.5176
H  -5.7592  2.1318  0.7548
H  -4.5063  1.7999  -3.2008
H  -5.8222  1.7802  -2.0203
H  -4.6197  3.0742  -1.9887
H  -0.6964  -1.3555  0.2721
H  -0.0433  -2.1795  -1.9354
H  -1.2255  -1.4229  -3.9491
H  -3.0985  0.1687  -3.7804
H  -2.6329  1.4162  2.5476
H  -2.3269  -2.1890  1.7228
H  -0.6099  -3.6750  2.6555
H  2.1842  -2.4828  4.8508
H  1.1019  -3.8625  4.6842
H  2.1479  -3.3932  3.3397
H  1.2987  -0.3483  4.4916
H  -0.4073  1.1513  3.5790

Computed properties:
energy relative to the best compared isomer or geometry (same formula, charge and spin)	48.0	kcal per mole
largest force on an atom	0.058	hartree/bohr
LUMO energy	-2.386	eV


Here is C25H30AsF6N3O2PtSb as an isolated structure from OMol25. Energies are from ωB97M-V/def2-TZVPD.

Cartesian coordinates (Å):
Pt  -0.0925  -0.0312  0.1457
C  -1.9100  -1.4594  3.0965
C  -0.7667  -0.6799  3.6544
C  -0.5988  -0.6541  5.0433
C  0.4247  0.0737  5.6012
C  1.2575  0.7805  4.7421
C  1.0211  0.7055  3.3803
N  0.0407  -0.0122  2.8274
Sb  2.3180  1.8287  2.1295
C  0.8109  2.7265  0.9101
C  0.6638  4.1017  0.9915
C  -0.1667  4.7540  0.0986
C  -0.7567  4.0158  -0.9042
C  -0.5667  2.6430  -0.9714
C  -1.0705  1.8856  -2.1575
N  0.1628  2.0000  -0.0304
C  2.8176  0.3695  0.6424
C  4.1568  0.0367  0.5937
C  4.6422  -0.7216  -0.4651
C  3.7829  -1.0395  -1.4855
C  2.4376  -0.6874  -1.4032
C  1.5400  -0.9359  -2.5691
N  1.9537  -0.0474  -0.3247
H  -1.9776  -2.4319  3.5851
H  -1.8201  -1.5874  2.0245
H  -2.8355  -0.9199  3.3072
H  -1.2874  -1.2120  5.6651
H  0.5771  0.0947  6.6723
H  2.0781  1.3745  5.1245
H  1.2034  4.6547  1.7489
H  -0.3064  5.8258  0.1507
H  -1.3508  4.4978  -1.6680
H  -1.5220  2.5695  -2.8750
H  -1.7862  1.1308  -1.8652
H  -0.2407  1.3701  -2.6415
H  4.8229  0.3763  1.3761
H  5.6815  -1.0205  -0.5025
H  4.1295  -1.5658  -2.3639
H  1.8180  -1.8537  -3.0805
H  1.6563  -0.1088  -3.2757
H  0.4994  -1.0032  -2.2668
C  -4.4067  -1.5295  0.8738
As  -3.5804  -0.1861  -0.2020
C  -3.4416  -0.9588  -1.9419
C  -4.8177  1.2592  -0.2819
O  -2.1402  0.4182  0.4193
H  -5.3241  -1.8484  0.3796
H  -4.6443  -1.1258  1.8547
H  -3.7322  -2.3715  0.9738
H  -4.3982  -1.4212  -2.1859
H  -2.6584  -1.7120  -1.9135
H  -3.2102  -0.2012  -2.6857
H  -5.8145  0.8892  -0.5151
H  -4.4944  1.9639  -1.0459
H  -4.8211  1.7557  0.6870
C  -1.1897  -4.0036  0.9612
C  -0.3527  -3.2426  -0.0797
O  -0.7647  -1.9284  -0.2594
C  -0.5727  -3.9860  -1.4226
F  -0.2198  -5.2782  -1.3495
F  0.0796  -3.4564  -2.4616
F  -1.8870  -3.9468  -1.7333
C  1.1231  -3.3756  0.3607
F  1.3937  -4.5940  0.8481
F  1.3950  -2.4916  1.3351
F  1.9992  -3.1553  -0.6334
H  -2.2289  -3.7232  0.8268
H  -0.8723  -3.7421  1.9666
H  -1.0986  -5.0809  0.8466

Computed properties:
energy relative to the best compared isomer or geometry (same formula, charge and spin)	0.0	kcal per mole
largest force on an atom	0.046	hartree/bohr
total charge	+1
LUMO energy	-2.613	eV


Here is a 7-piece molecular cluster, C25H30BClIN9O2S overall from OMol25. Energies are from ωB97M-V/def2-TZVPD.

Cartesian coordinates (Å):
C  -0.9364  -1.6274  2.9780
C  -1.4602  -0.0423  2.9205
I  0.2679  1.3686  2.9865
C  -2.3579  0.2154  1.5364
C  -1.3639  0.6549  0.2823
C  -1.3063  2.2293  -0.2736
C  -0.2981  2.6566  -1.4975
Cl  -0.2759  4.4466  -2.0172
C  0.7220  1.5760  -2.2616
N  1.6046  2.1448  -3.3368
C  2.4158  1.0165  -3.9096
N  3.3693  1.3828  -5.0661
C  4.4732  1.9076  -4.4236
S  6.0901  2.4440  -4.1083
C  2.4033  -0.5441  -3.4497
C  3.4057  -1.6642  -4.1671
B  3.0009  -2.0036  -5.7287
O  1.6510  -1.9067  -6.3239
O  4.1068  -2.4151  -6.6643
N  1.4924  -1.0503  -2.3677
C  0.6557  0.0335  -1.7495
C  -0.3591  -0.4177  -0.5080
H  -0.6833  -1.9743  4.0861
H  0.0345  -1.7265  2.2932
H  -1.7759  -2.3723  2.5798
H  -2.1109  0.1929  3.8790
H  -3.1938  1.0060  1.7739
H  -2.8840  -0.8258  1.3192
H  -2.0355  2.9866  0.2652
H  3.3011  -2.6940  -3.5723
H  4.5565  -1.3705  -4.0462
H  1.8081  -1.8423  -7.3307
H  4.6631  -3.0982  -6.1463
H  -0.4111  -1.5424  -0.1284
C  -3.4470  -5.1153  0.9568
C  -2.3265  -4.1618  0.8967
N  -1.4412  -3.4085  0.8493
H  -3.3578  -5.7908  1.8141
H  -4.4102  -4.6023  1.0481
H  -3.4964  -5.7385  0.0576
C  3.2681  -3.5794  1.7093
C  2.2127  -3.5178  2.7342
N  1.3788  -3.4690  3.5440
H  3.6020  -2.5798  1.4118
H  4.1495  -4.1213  2.0683
H  2.9227  -4.0881  0.8031
C  1.5385  1.7369  -7.8675
C  1.6344  1.2780  -9.2633
N  1.7103  0.9153  -10.3661
H  2.5192  1.7593  -7.3806
H  1.1216  2.7474  -7.8017
H  0.8955  1.0823  -7.2697
C  0.4942  0.3895  7.0094
C  -0.7093  1.2373  7.0405
N  -1.6601  1.9072  7.0650
H  1.3668  0.9389  6.6407
H  0.7478  0.0104  8.0051
H  0.3599  -0.4798  6.3570
C  -3.2445  1.0105  11.0074
C  -1.8017  0.9307  10.7245
N  -0.6617  0.8677  10.5009
H  -3.8429  0.6582  10.1606
H  -3.5210  0.4013  11.8744
H  -3.5587  2.0377  11.2204
C  -3.0967  5.7478  -4.1113
C  -4.3340  5.2963  -3.4529
N  -5.3115  4.9395  -2.9328
H  -3.0107  5.3494  -5.1277
H  -3.0540  6.8395  -4.1871
H  -2.2056  5.4267  -3.5616

Computed properties:
largest force on an atom	0.160	hartree/bohr
LUMO energy	-1.578	eV
SMILES	C[C@@H](I)Cc1cc(Cl)c2nc(N=C=S)c(CB(O)O)nc2c1.CC#N.CC#N.CC#N.CC#N.CC#N.CC#N


- The lowest largest force on an atom belongs to which entry?
  C25H29N7O10P2W